No. 1
C3H5N3S in the gas phase in a non-equilibrium geometry. Source: the Open Molecules 2025 dataset; level of theory: ωB97M-V with the def2-TZVPD basis set.

XYZ file:
```
12
Properties=species:S:1:pos:R:3
H -1.9590 -0.6567 -1.9947
N -0.9661 -0.8590 -1.7658
C -0.5288 -0.2110 -0.7757
N -1.1719 0.5965 0.1485
C -0.3083 0.9405 1.2040
C 0.9337 0.5830 0.8582
N 0.7850 -0.1831 -0.3292
S 2.0265 -1.0621 -0.9776
H -2.1791 0.6338 0.2461
H -0.6810 1.4397 2.0603
H 1.8923 0.7703 1.3332
H 2.1569 -1.9918 -0.0074
```

## Properties
E_LUMO, Ha: 0.02919


No. 2
C3H5N3S in the gas phase in a non-equilibrium geometry. Source: the Open Molecules 2025 dataset; level of theory: ωB97M-V with the def2-TZVPD basis set.

XYZ file:
```
12
Properties=species:S:1:pos:R:3
H -0.1153 2.4335 -0.1379
N -0.7835 1.6939 -0.0256
C -0.1068 0.5862 -0.0478
C 1.4045 0.2062 0.0006
N 1.4440 -1.2908 -0.0579
C 0.2351 -1.6125 0.0150
N -0.7481 -0.6281 -0.1297
S -2.5168 -0.6891 -0.0352
H 1.9251 0.6689 -0.8225
H 1.8523 0.6039 0.8784
H 0.0364 -2.6428 0.0710
H -2.6268 0.6707 0.2916
```

## Properties
E_LUMO, Ha: 0.02504


No. 3
C3H5N3S in the gas phase in a non-equilibrium geometry. Source: the Open Molecules 2025 dataset; level of theory: ωB97M-V with the def2-TZVPD basis set.

XYZ file:
```
12
Properties=species:S:1:pos:R:3
C 0.4064 -1.0936 0.2977
C -1.1694 1.4784 -0.0713
C 1.6675 -1.7483 -0.0758
N -1.8547 0.5302 0.1436
N -2.2262 -0.5890 0.0346
N -0.8602 2.7680 0.0784
S -1.0556 -1.8054 0.1128
H 1.6322 -1.5613 -1.2021
H 2.6285 -1.1343 0.2995
H 1.7194 -2.9389 -0.0003
H -0.6169 2.9312 1.0334
H -0.2709 3.1631 -0.6504
```

## Properties
E_LUMO, Ha: 0.01510


No. 4
C3H5N3S2 in the gas phase in a non-equilibrium geometry. Source: the Open Molecules 2025 dataset; level of theory: ωB97M-V with the def2-TZVPD basis set.

XYZ file:
```
13
Properties=species:S:1:pos:R:3
H -2.5625 -2.0798 0.0188
N -2.7193 -1.0823 0.1126
C -1.6436 -0.4157 0.1257
N -1.7587 0.9519 0.1691
N -0.7738 1.7010 -0.4483
C 0.5184 1.4879 0.2079
C 1.0827 0.0977 -0.0322
S 2.6448 -0.3058 0.0490
S -0.0511 -1.1832 -0.1491
H -2.7228 1.2813 0.1456
H -0.9397 2.7165 -0.4212
H 1.3094 2.2413 -0.0837
H 0.4339 1.6510 1.2976
```

## Properties
E_LUMO, Ha: -0.01660


No. 5
A gas-phase ion, C3H5N4 (charge +1) in a non-equilibrium geometry. Source: the Open Molecules 2025 dataset; level of theory: ωB97M-V with the def2-TZVPD basis set.

XYZ file:
```
12
Properties=species:S:1:pos:R:3
C -1.4488 1.9493 0.2953
C 1.2998 -0.5265 0.1795
C -0.0705 -1.1148 0.3780
N -1.4516 0.8319 0.0032
N 3.1121 1.0092 0.0280
N -1.3765 -0.3968 -0.1573
N 2.0892 0.3483 -0.0190
H -1.1875 2.8168 0.7010
H -0.1502 -2.0733 0.0598
H -0.0335 -0.9526 1.4082
H 3.6360 0.9681 -0.9130
H -1.6709 -0.7633 -1.0496
```

## Properties
Total charge: +1
E_LUMO (alpha / beta), Ha: -0.19042 / -0.19043


No. 6
A gas-phase ion, C3H5N4 (charge +1) in a non-equilibrium geometry. Source: the Open Molecules 2025 dataset; level of theory: ωB97M-V with the def2-TZVPD basis set.

XYZ file:
```
12
Properties=species:S:1:pos:R:3
C 1.0044 -0.0931 -1.0299
N 0.5213 0.8253 0.0124
N -0.1905 0.4635 0.9491
N -0.3886 -0.8915 1.2323
C -1.3964 -0.8898 2.0734
C -2.3487 -0.8324 3.0787
N -2.2465 0.2533 2.3368
H 1.3934 -0.9781 -0.4490
H 0.2040 -0.6022 -1.5478
H 1.7917 0.3084 -1.6447
H 0.7727 1.7624 0.0271
H -2.7213 -1.2737 4.0162
```

## Properties
Total charge: +1
E_LUMO, Ha: -0.20158


No. 7
A gas-phase ion, C3H5N4O (charge +1) in a non-equilibrium geometry. Source: the Open Molecules 2025 dataset; level of theory: ωB97M-V with the def2-TZVPD basis set.

XYZ file:
```
13
Properties=species:S:1:pos:R:3
C 1.0886 -0.3790 -1.3127
C 1.1441 -0.6465 0.1520
C -0.8757 0.5386 0.7412
N -3.0580 1.3241 1.1606
N -1.9737 0.9487 0.8475
N 0.1480 -0.2160 0.9453
N 0.0813 0.3188 -1.7506
O 1.9535 -1.4644 0.7495
H 1.9025 -0.7891 -1.8427
H -3.4130 2.1004 0.6062
H 0.0530 -0.6531 1.7914
H 0.0746 0.4954 -2.6962
H 2.8747 -1.5778 0.6085
```

## Properties
Total charge: +1
E_LUMO (alpha / beta), Ha: -0.20355 / -0.22053


No. 8
A gas-phase ion, C3H5N4O (charge +1) in a non-equilibrium geometry. Source: the Open Molecules 2025 dataset; level of theory: ωB97M-V with the def2-TZVPD basis set.

XYZ file:
```
13
Properties=species:S:1:pos:R:3
N -0.8423 -1.5824 0.1157
C 0.2275 -0.8016 0.2877
N 1.4266 -1.0235 0.7622
C 0.0030 0.6126 -0.0268
C -1.0799 1.2963 -0.6374
N -0.6909 2.5244 -0.8463
O 0.5488 2.5992 -0.4013
N 1.0307 1.5199 0.1000
H -1.6000 -1.3196 -0.4643
H -0.8350 -2.5985 0.1626
H 2.0720 -0.3363 1.0915
H 1.7767 -1.9583 0.7744
H -2.0374 1.0679 -0.9180
```

## Properties
Total charge: +1
E_LUMO, Ha: -0.18820


No. 9
A gas-phase ion, C3H5N6O2 (charge +1) in a non-equilibrium geometry. Source: the Open Molecules 2025 dataset; level of theory: ωB97M-V with the def2-TZVPD basis set.

XYZ file:
```
16
Properties=species:S:1:pos:R:3
H -0.2564 2.4393 0.4005
N -0.7964 1.5202 0.3408
C -1.8906 1.4288 -0.2994
C -2.3367 0.1958 -0.8125
C -1.4467 -0.8008 -0.5757
N -0.3120 -0.4565 -0.0312
N 0.7457 -0.8124 0.4490
N 1.7199 -1.5379 0.3663
N 2.8781 -1.4313 0.8701
N -2.6420 2.6344 -0.8017
O -3.7189 2.8102 -0.3950
O -2.0220 3.3034 -1.5921
H -3.2646 0.0844 -1.3999
H -1.5339 -1.8768 -0.6006
H 3.4883 -0.6707 1.1483
H 3.4322 -2.2807 1.0042
```

## Properties
Total charge: +1
E_LUMO, Ha: -0.22352


No. 10
C3H5NO in the gas phase in a non-equilibrium geometry. Source: the Open Molecules 2025 dataset; level of theory: ωB97M-V with the def2-TZVPD basis set.

XYZ file:
```
10
Properties=species:S:1:pos:R:3
O 2.2025 0.3092 0.2014
C 1.0453 0.1681 -0.0828
C -0.2278 0.9670 0.2332
C -0.9297 -0.3892 0.0431
N 0.3932 -0.9092 -0.5949
H -0.1685 1.3912 1.2426
H -0.4869 1.7574 -0.4746
H -1.2675 -0.8129 1.0089
H -1.3810 -0.6526 -0.8849
H 0.8204 -1.8291 -0.6920
```

## Properties
E_LUMO, Ha: 0.03690


No. 11
2 unconnected molecules or ions with the total composition C3H5NO in a non-equilibrium geometry. Source: the Open Molecules 2025 dataset; level of theory: ωB97M-V with the def2-TZVPD basis set.

XYZ file:
```
10
Properties=species:S:1:pos:R:3
C 2.4780 -0.4582 -0.0821
C 0.5502 -1.2125 0.0492
C -0.4297 0.8178 -0.2073
N -0.1515 -0.5090 -0.7320
O 2.4155 0.6534 -0.2368
H 0.7208 -2.3286 -0.0350
H 0.9004 -0.7587 0.9498
H -1.2222 0.6573 0.5440
H 0.4459 1.1694 0.3380
H -0.6832 1.5198 -1.0231
```

## Properties
E_LUMO, Ha: 0.01490


No. 12
C3H5NO in the gas phase. Source: the Open Molecules 2025 dataset; level of theory: ωB97M-V with the def2-TZVPD basis set.

XYZ file:
```
10
Properties=species:S:1:pos:R:3
C -0.5669 -0.6173 -0.5532
C -0.6420 0.6437 0.3011
N 0.6401 0.7271 1.0040
C 1.6394 0.1807 0.5768
O 2.6376 -0.3314 0.2327
H 0.4363 -0.5909 -1.0110
H -1.2636 -0.7010 -1.3844
H -0.6587 -1.4958 0.0978
H -1.4454 0.6413 1.0462
H -0.7768 1.5435 -0.3099
```

## Properties
E_LUMO, Ha: 0.03197


No. 13
C3H5NO in the gas phase in a non-equilibrium geometry. Source: the Open Molecules 2025 dataset; level of theory: ωB97M-V with the def2-TZVPD basis set.

XYZ file:
```
10
Properties=species:S:1:pos:R:3
N -1.3681 1.1690 -2.1085
C -1.1188 0.4478 -1.2395
C -0.7287 -0.4118 -0.1193
C 0.4131 0.2293 0.7206
O 1.5534 -0.5941 0.7963
H -1.6144 -0.6251 0.4888
H -0.3760 -1.3711 -0.5122
H 0.0753 0.3830 1.7484
H 0.6581 1.2148 0.3056
H 2.1057 -0.4216 0.0246
```

## Properties
E_LUMO, Ha: 0.02606


No. 14
C3H5NO in the gas phase in a non-equilibrium geometry. Source: the Open Molecules 2025 dataset; level of theory: ωB97M-V with the def2-TZVPD basis set.

XYZ file:
```
10
Properties=species:S:1:pos:R:3
C -1.7953 -0.1473 -0.1505
C -0.5153 -0.3557 0.0609
C 0.4387 0.7283 0.0420
N 1.6838 0.6786 -0.0324
O 1.9908 -0.6921 -0.1681
H -2.5336 -0.9180 0.0494
H -2.3651 0.8837 -0.3045
H 0.0053 -1.3287 0.4214
H 0.1472 1.8095 -0.0201
H 2.9435 -0.6584 0.1019
```

## Properties
E_LUMO, Ha: 0.02816


No. 15
2 unconnected molecules or ions with the total composition C3H5NO in a non-equilibrium geometry. Source: the Open Molecules 2025 dataset; level of theory: ωB97M-V with the def2-TZVPD basis set.

XYZ file:
```
10
Properties=species:S:1:pos:R:3
C 1.2723 -1.2143 -0.4541
C -1.8824 -0.0824 -0.0254
C 1.5535 -0.0139 0.1937
N 1.1180 -2.2813 -0.7692
O -2.5918 -1.0216 0.4659
H -2.2160 -1.6998 1.0182
H -2.6700 0.6295 -0.2919
H 1.2007 0.8888 -0.3597
H 2.6017 -0.0317 0.3800
H 0.8209 0.1496 0.9271
```

## Properties
E_LUMO, Ha: 0.02106


No. 16
C3H5NO in the gas phase in a non-equilibrium geometry. Source: the Open Molecules 2025 dataset; level of theory: ωB97M-V with the def2-TZVPD basis set.

XYZ file:
```
10
Properties=species:S:1:pos:R:3
O 2.2242 -0.0194 -0.1236
C 1.0251 -0.0205 -0.0857
C -0.0959 -1.0769 -0.0450
N -1.0273 0.0159 -0.3100
C -0.0319 1.0796 -0.0510
H -0.0108 -1.8454 -0.8221
H -0.1646 -1.5549 0.9393
H -1.8523 0.0354 0.3128
H -0.1089 1.5108 0.9830
H 0.0424 1.8753 -0.7977
```

## Properties
E_LUMO, Ha: 0.03067


No. 17
C3H5NO2 in the gas phase. Source: the Open Molecules 2025 dataset; level of theory: ωB97M-V with the def2-TZVPD basis set.

XYZ file:
```
11
Properties=species:S:1:pos:R:3
H -0.3920 -2.0875 0.6999
N 0.3068 -1.3499 0.7546
C -0.1609 -0.2673 0.3187
C -1.5256 0.0537 -0.2156
O 0.6518 0.8595 0.3559
C 1.9119 0.7828 -0.1532
O 2.2861 0.0198 -0.9919
H -1.4851 0.1246 -1.3079
H -1.8725 1.0164 0.1696
H -2.2397 -0.7251 0.0620
H 2.5192 1.5730 0.3077
```

## Properties
E_LUMO, Ha: 0.03137


No. 18
2 unconnected molecules or ions with the total composition C3H5NO2 in a non-equilibrium geometry. Source: the Open Molecules 2025 dataset; level of theory: ωB97M-V with the def2-TZVPD basis set.

XYZ file:
```
11
Properties=species:S:1:pos:R:3
O -1.1969 0.8177 -1.7524
C -1.4887 0.1178 -0.8122
C -0.4564 -0.5255 0.0853
N 0.8417 -0.2270 -0.4034
C 2.0698 1.0319 1.4229
O 1.2012 1.2402 2.1301
H -2.5520 -0.0859 -0.5684
H -0.6716 -0.1638 1.1139
H -0.6713 -1.6061 0.0912
H 0.9067 0.4122 -1.1760
H 1.6920 -0.5432 0.0298
```

## Properties
E_LUMO, Ha: 0.03664


No. 19
A molecular structure, C3H5NO2 in a non-equilibrium geometry. Source: the Open Molecules 2025 dataset; level of theory: ωB97M-V with the def2-TZVPD basis set.

XYZ file:
```
11
Properties=species:S:1:pos:R:3
C -1.9013 0.2775 -0.3544
C -0.6804 -0.6052 -0.2750
O -0.6058 -1.7763 -0.5406
O 0.4179 0.1815 0.1451
C 1.5477 -0.4715 0.6037
N 2.5870 0.3340 0.8180
H -2.1484 0.6598 0.6459
H -1.7022 1.1475 -0.9943
H -2.7436 -0.2962 -0.7510
H 2.7511 -0.7700 0.2277
H 2.4781 1.3190 0.4748
```

## Properties
E_LUMO, Ha: 0.03150


No. 20
C3H5NO2 in the gas phase in a non-equilibrium geometry. Source: the Open Molecules 2025 dataset; level of theory: ωB97M-V with the def2-TZVPD basis set.

XYZ file:
```
11
Properties=species:S:1:pos:R:3
H 1.7785 0.0980 -1.0296
N 1.6823 -0.9686 -1.0032
C 0.8082 -0.7024 -0.1594
C -0.4878 -1.0489 0.4803
O -1.2772 0.0116 -0.0330
C -0.5053 1.2112 -0.0092
O 0.8220 0.8147 0.0904
H -0.9456 -1.9875 0.1710
H -0.3785 -1.0101 1.5719
H -0.7239 1.7595 -0.9388
H -0.7726 1.8226 0.8596
```

## Properties
E_LUMO, Ha: 0.03255


Energy (computed, Eh): -679.73646, -679.72454, -679.54407, -1077.89224, -335.83116, -335.88940, -411.13923, -411.24705, -595.72055, -247.26029, -247.21623, -247.29828, -247.28237, -247.19571, -247.15771, -247.25890, -322.54027, -322.50921, -322.42773, -322.45851
ΔE to the lowest compared entry with this formula, charge and spin (computed, kcal/mol): 30.6, 38.1, 151.3, 40.7, 151.6, 115.1, 102.8, 35.1, 77.5, 29.5, 57.1, 5.6, 15.6, 70.0, 93.8, 30.3, 21.4, 40.9, 92.0, 72.7